Model a:
ORCA calculation (wB97M-V/def2-TZVPD) on a 2-piece molecular cluster, C4H8ClN overall.

As for the HOMO energy: -8.6691 eV.

The geometry in XYZ format:
```
14
Properties=species:S:1:pos:R:3:mulliken_charge:R:1
C -0.75272 2.83039 -0.46647 -0.470
C 0.28874 2.00206 -0.26039 -0.582
C -0.56255 -0.63175 -0.23725 -0.158
C 1.08936 -2.26917 0.31061 -0.769
N -0.35267 -1.80528 0.33468 -0.051
Cl -2.22413 -0.15899 -0.12712 -0.183
H -1.28622 3.39321 0.27724 0.278
H -0.79409 3.31286 -1.46450 0.202
H 0.61105 1.53719 -1.09334 0.352
H 0.60615 1.42137 0.69026 0.238
H 1.34924 -2.32218 1.40784 0.293
H 1.07640 -3.25190 -0.03823 0.347
H 1.87011 -1.65146 -0.19454 0.263
H -0.91866 -2.40636 0.86119 0.239
```

Model b:
ORCA calculation (wB97M-V/def2-TZVPD) on one molecule with the formula C4H8ClN.

As for the HOMO energy: -9.4518 eV.

The geometry in XYZ format:
```
14
Properties=species:S:1:pos:R:3:mulliken_charge:R:1
N -0.41843 1.30622 -1.75062 -0.550
C 0.64097 0.59940 -1.12594 -0.789
C 0.31973 -0.06062 0.19159 0.579
Cl -1.10827 -1.14385 0.15545 -0.236
C 0.45739 0.77228 1.44107 -0.619
C 1.40219 -0.35601 1.15843 -0.490
H -1.01169 1.79997 -1.09618 0.240
H -1.01177 0.70705 -2.27970 0.276
H 0.93392 -0.20521 -1.87344 0.296
H 1.53254 1.23409 -1.02261 0.325
H -0.22276 0.78649 2.28522 0.314
H 0.89682 1.69663 1.02186 0.208
H 1.26755 -1.37730 1.63753 0.242
H 2.46325 -0.07015 0.94811 0.203
```

Model c:
ORCA calculation (wB97M-V/def2-TZVPD) on one molecule with the formula C4H8ClN.

As for the HOMO energy: -8.8225 eV.

The geometry in XYZ format:
```
14
Properties=species:S:1:pos:R:3:mulliken_charge:R:1
Cl 2.65988 -0.00296 -0.46886 -0.241
C 1.05296 0.21287 0.46944 0.129
C 0.25660 -1.09513 0.27911 -0.667
C -0.95501 -0.80358 -0.57443 -0.502
N -1.12230 0.65157 -0.53210 -0.434
C 0.16024 1.28015 -0.03252 -0.596
H 1.44356 0.42239 1.49896 0.300
H 0.90010 -1.99328 0.15885 0.464
H -0.18863 -1.44592 1.26648 0.214
H -0.78464 -1.00151 -1.70241 0.164
H -1.89928 -1.31435 -0.41141 0.373
H -1.87930 1.09512 0.06051 0.287
H 0.52254 1.98682 -0.80625 0.272
H -0.16673 2.00782 0.79464 0.239
```

We find model c to be the most stable, with the next structure 0.117 eV higher.

Model a:
ORCA calculation (wB97M-V/def2-TZVPD) on a 3-piece molecular cluster, C4H8ClN overall.

As for the HOMO energy (spin up / spin down): -8.9447 / -8.9347 eV.

The geometry in XYZ format:
```
14
Properties=species:S:1:pos:R:3:mulliken_charge:R:1
C -0.08733 -1.75705 0.37609 0.467
C -0.78408 -2.27720 -0.80717 -0.922
C -0.44902 1.82934 0.62069 -0.676
C 0.60713 1.01591 0.05457 -0.918
N 0.33313 -1.53336 1.41921 -0.433
Cl 3.19458 2.22203 -0.27256 -0.517
H -1.47011 -3.01130 -0.47996 0.347
H -0.04870 -2.50942 -1.54738 0.303
H -1.48752 -1.56920 -1.15082 0.313
H -0.05497 2.92558 0.34390 0.307
H -0.25162 1.86224 1.67361 0.307
H -1.32800 1.70863 0.00656 0.326
H 1.26550 0.46659 0.68886 0.637
H 0.56101 0.62721 -0.92559 0.458
```

Model b:
ORCA calculation (wB97M-V/def2-TZVPD) on a 2-piece molecular cluster, C4H8ClN overall.

As for the HOMO energy: -8.7092 eV.

The geometry in XYZ format:
```
14
Properties=species:S:1:pos:R:3:mulliken_charge:R:1
C -1.12772 -1.72297 0.36263 -0.679
C -1.42042 -0.44564 0.04531 0.319
C 0.40969 1.47134 0.67280 -0.848
C 1.24206 -0.17430 -0.92076 -0.901
N 0.25001 0.80916 -0.57429 -0.375
Cl -2.82235 0.41526 -0.07064 -0.124
H -1.85897 -2.30484 0.76280 0.320
H -0.21642 -2.15271 0.20103 0.264
H 0.34272 0.87735 1.53966 0.343
H 1.35258 2.12446 0.59109 0.340
H -0.41961 2.19134 0.66308 0.296
H 2.13773 0.26792 -1.40227 0.326
H 1.41223 -0.80629 -0.12606 0.329
H 0.71847 -0.55009 -1.74438 0.391
```

We find model a to be the most stable, with the next structure 1.054 eV higher.

Model a:
ORCA calculation (wB97M-V/def2-TZVPD) on one molecule with the formula C4H8ClN.

As for the HOMO energy: -7.8177 eV.

The geometry in XYZ format:
```
14
Properties=species:S:1:pos:R:3:mulliken_charge:R:1
C -1.45520 1.81359 -0.14809 -1.053
C -1.41144 0.39965 -0.05147 0.785
Cl -2.94705 -0.29392 -0.10716 -0.219
N -0.24640 -0.35032 -0.05820 0.094
C -0.19421 -1.67568 0.43775 -0.961
C 0.91375 0.27570 -0.43540 -1.257
H -2.44695 2.17265 -0.12057 0.286
H -0.53292 2.40959 -0.14403 0.228
H 0.37196 -1.76804 1.46547 0.277
H -1.20638 -2.17986 0.48871 0.295
H 0.29790 -2.38092 -0.12090 0.395
H 1.03628 1.08359 0.26502 0.359
H 1.72679 -0.35831 -0.47096 0.418
H 0.79031 0.56233 -1.49506 0.353
```

Model b:
ORCA calculation (wB97M-V/def2-TZVPD) on one molecule with the formula C4H8ClN.

As for the HOMO energy: -9.7073 eV.

The geometry in XYZ format:
```
14
Properties=species:S:1:pos:R:3:mulliken_charge:R:1
N -0.76514 1.43821 -1.64235 -0.688
C 0.05648 0.26372 -1.29864 -1.166
C 0.19824 -0.19278 0.12447 0.483
Cl -1.10379 -0.72442 1.06549 -0.209
C 1.38012 0.57634 0.57898 -0.577
C 1.55712 -0.80999 0.19405 -0.309
H -0.38155 2.23925 -0.91772 0.288
H -1.68405 1.43791 -1.19350 0.304
H -0.47051 -0.54524 -1.79571 0.524
H 0.90031 0.27016 -1.90540 0.462
H 1.52592 0.95187 1.56479 0.286
H 1.64032 1.43861 0.02227 0.204
H 1.60462 -1.66204 0.93948 0.279
H 1.83357 -0.90660 -0.92417 0.118
```

We find model a to be the most stable, with the next structure 0.561 eV higher.